91
Properties=species:S:1:pos:R:3:forces:R:3 method="wB97M-V/def2-TZVPD" e_above_lowest_ev=2.088 spin_multiplicity=2 e_lumo_ev="-7.31 / -7.32" e_tot_ha=-4357.98472 homo_energy_ev="-9.718 / -9.709" charge=+1 homo_lumo_gap_ev="2.40 / 2.39"
Pb 0.85448 -0.40628 0.54349 0.34 -0.35 -0.22
O 0.40454 -1.25594 2.57748 -0.75 -0.78 -1.33
C -0.09247 -1.42095 3.73211 0.04 0.57 1.78
C 0.91384 -1.43259 4.77038 1.25 -0.16 -0.17
C 0.69052 -1.43048 6.13493 0.73 0.29 -1.20
C -0.65051 -1.41080 6.49952 -0.74 0.21 0.50
C -1.68325 -1.50004 5.56497 -0.43 0.28 -0.09
C -1.49096 -1.47971 4.14683 0.72 -0.47 0.20
C -2.58928 -1.44225 3.18440 -0.83 0.18 0.79
N -2.50966 -1.73631 1.94032 1.26 0.61 0.89
N -3.35146 -1.76513 0.99153 1.59 -0.94 1.23
C -2.75395 -1.73286 -0.24465 0.27 0.65 -1.83
O -1.54500 -1.72603 -0.60195 -2.09 0.23 1.67
C -3.86399 -1.76910 -1.20569 -1.13 0.24 -0.34
C -3.59237 -1.58521 -2.53430 0.51 -0.60 -1.00
C -4.53811 -1.89554 -3.50618 0.89 0.80 -1.43
C -5.80681 -2.27684 -3.16727 -0.68 0.12 0.23
C -6.14886 -2.26276 -1.81487 -0.28 0.09 0.18
C -5.22693 -1.99047 -0.83378 1.32 -0.02 -0.13
H 1.90494 -1.44978 4.27072 -0.43 0.11 0.90
H 1.49910 -1.36073 6.90405 -0.77 -0.19 -0.98
H -0.84259 -1.23672 7.56157 -0.47 -0.43 -0.38
H -2.69224 -1.55714 5.99729 0.32 0.15 -0.53
H -3.59971 -1.11417 3.51071 0.64 0.10 0.08
H -2.59074 -1.29333 -2.84529 -0.14 -0.14 0.11
H -4.23996 -1.75487 -4.56593 -0.36 -0.27 0.77
H -6.57192 -2.48908 -3.91809 0.37 -0.03 0.22
H -7.16051 -2.44597 -1.50661 -0.35 -0.12 -0.04
H -5.49641 -1.94587 0.21372 -0.10 -0.28 -0.17
C -1.11122 4.08951 2.19486 0.59 -0.55 0.00
C 0.18024 3.34818 2.58630 -0.35 0.14 -0.44
C 1.26537 4.34539 2.97054 0.97 -0.55 0.43
C -0.00729 2.36673 3.72373 0.61 -0.18 -0.55
O 0.68065 2.46107 1.48523 0.01 1.83 -0.74
Ge 0.83887 3.07826 -0.24470 -1.48 -3.31 -0.13
O 1.99578 1.80060 -0.94363 -0.36 1.37 0.54
C 3.39838 2.06716 -1.27425 0.41 0.37 -0.12
C 4.17697 2.53653 -0.01797 -0.65 -0.34 -1.00
C 3.93546 0.72425 -1.83832 1.41 0.78 0.26
C 3.43649 3.11099 -2.42666 -0.54 -1.32 0.10
O -0.77332 2.29919 -0.87723 1.25 1.53 -0.18
C -1.62159 2.65225 -2.04923 0.76 -0.30 -0.12
C -1.20095 1.74678 -3.26041 -0.16 0.92 1.11
C -3.04031 2.31135 -1.59856 0.76 0.48 0.83
C -1.49960 4.16018 -2.38244 0.61 -0.77 0.27
H -1.53344 4.55641 3.07985 -0.09 0.01 0.10
H -0.89721 4.88360 1.48714 0.14 0.26 -0.23
H -1.84117 3.43534 1.73600 -0.19 -0.28 0.04
H 1.07513 4.85867 3.93999 -0.05 -0.49 -0.66
H 2.19274 3.74461 3.05778 -0.27 0.51 0.19
H 1.45601 5.11849 2.22810 -0.21 0.04 -0.27
H -0.18492 2.88185 4.64408 -0.32 0.29 0.56
H -0.78694 1.65994 3.50084 -0.43 -0.30 0.03
H 0.93547 1.83341 3.81395 0.04 -0.24 0.21
H 4.10014 1.73160 0.70208 0.34 -0.10 0.34
H 5.20412 2.75956 -0.31235 0.01 -0.22 0.22
H 3.76521 3.44629 0.42888 -0.17 0.06 -0.14
H 4.14894 -0.03736 -1.08222 -0.46 0.23 0.09
H 3.21651 0.38650 -2.55460 -0.33 -0.47 -0.50
H 4.92405 0.88673 -2.35468 -1.04 0.06 0.37
H 2.96648 4.04549 -2.16775 -0.10 0.52 0.42
H 4.45564 3.27734 -2.73976 0.29 0.15 -0.06
H 2.87056 2.70831 -3.27919 0.21 0.06 0.14
H -1.24343 0.71060 -2.95613 -0.19 -0.31 0.02
H -1.84417 1.93399 -4.11367 -0.23 -0.06 -0.05
H -0.18810 1.95180 -3.57043 0.44 0.19 -0.02
H -3.01634 1.31935 -1.16341 -0.20 -0.33 -0.10
H -3.32215 3.00213 -0.77886 -0.15 -0.24 -0.60
H -3.71585 2.34785 -2.44247 -0.30 0.08 -0.02
H -0.56058 4.38264 -2.90768 0.03 -0.11 0.29
H -2.27420 4.39961 -3.08809 -0.52 0.32 -0.16
H -1.58058 4.77948 -1.47411 -0.13 -0.23 -0.35
O 4.04768 -2.42754 2.20147 -0.82 0.54 -1.23
C 3.37482 -1.97443 1.28038 0.50 0.85 1.26
O 3.00667 -0.69336 1.18293 -0.57 -1.47 -0.39
C 2.97374 -2.91681 0.14507 0.14 -0.70 0.35
C 3.85330 -4.00964 -0.08412 0.72 0.84 1.01
C 3.65425 -4.78738 -1.15679 0.10 -0.09 -1.45
C 2.56666 -4.53493 -2.03645 -0.83 0.09 0.81
C 2.40426 -5.22757 -3.25965 0.28 -0.30 0.05
C 1.26739 -4.99932 -3.99877 0.13 -0.07 -1.49
C 0.28800 -4.08266 -3.56287 -0.65 0.44 0.20
C 0.41216 -3.39918 -2.36758 0.06 -0.13 -0.15
C 1.57564 -3.59411 -1.58801 0.79 0.09 -0.49
N 1.86218 -2.75841 -0.51971 -0.40 0.62 0.02
H 4.72371 -4.08822 0.57833 -0.50 -0.13 -0.32
H 4.37637 -5.52455 -1.48428 0.04 -0.17 0.28
H 3.23188 -5.91635 -3.56386 -1.03 0.61 0.12
H 1.12664 -5.42307 -5.02920 0.27 0.16 1.29
H -0.59571 -3.87044 -4.20286 0.74 -0.33 0.53
H -0.35523 -2.70773 -2.01400 0.31 -0.21 -0.20